A molecular structure, C70H64CdIN6P3S, computed with wB97M-V/def2-TZVPD.

* energy above the lowest of the compared OMol25 structures with the same formula, charge and spin: 0.4322 eV
* electronic energy: -4922.04745 hartree

Geometry as XYZ:
```
146
C70H64CdIN6P3S, DFT wB97M-V/def2-TZVPD
Cd -0.803 -1.313 0.473
N -4.409 -1.660 -2.574
C -3.299 -1.714 -1.787
S -3.291 -0.685 -0.405
N -2.414 -2.600 -2.171
N -1.259 -2.670 -1.475
C -0.609 -3.756 -1.641
C 0.618 -4.060 -0.911
C 1.205 -5.312 -1.082
C 2.311 -5.651 -0.326
C 2.802 -4.728 0.582
C 2.167 -3.499 0.673
N 1.111 -3.157 -0.055
H -5.236 -1.247 -2.184
H -4.511 -2.373 -3.277
H -1.018 -4.523 -2.293
H 0.786 -6.007 -1.797
H 2.776 -6.623 -0.432
H 3.653 -4.951 1.211
H 2.524 -2.760 1.379
I 2.455 0.156 1.261
C 4.548 -0.098 0.991
C 5.190 0.166 2.174
C 6.584 0.089 2.303
C 7.319 -0.274 1.221
C 6.698 -0.554 -0.019
C 7.546 -0.894 -1.094
C 7.045 -1.111 -2.339
C 5.663 -1.003 -2.532
C 4.770 -0.720 -1.519
P 3.006 -0.527 -2.112
C 2.786 -1.973 -3.224
C 1.626 -1.948 -4.004
C 1.306 -3.000 -4.848
C 2.122 -4.122 -4.891
C 3.237 -4.189 -4.070
C 3.567 -3.126 -3.238
C 3.398 0.829 -3.317
C 3.936 1.997 -2.773
C 4.247 3.079 -3.580
C 4.003 3.024 -4.945
C 3.466 1.872 -5.495
C 3.171 0.778 -4.689
C 5.270 -0.468 -0.195
H 4.603 0.447 3.037
H 7.051 0.321 3.251
H 8.398 -0.346 1.279
H 8.611 -0.957 -0.902
H 7.696 -1.345 -3.171
H 5.283 -1.134 -3.536
H 0.954 -1.098 -3.938
H 0.409 -2.948 -5.451
H 1.878 -4.952 -5.543
H 3.853 -5.080 -4.069
H 4.438 -3.204 -2.601
H 4.123 2.056 -1.706
H 4.678 3.970 -3.140
H 4.233 3.872 -5.577
H 3.277 1.817 -6.561
H 2.778 -0.121 -5.142
C -2.670 2.806 -0.624
N -2.860 3.247 0.747
C -1.757 3.411 1.666
P -0.909 1.876 2.395
C -2.282 0.964 3.207
C -3.541 0.834 2.623
C -4.553 0.142 3.275
C -4.313 -0.460 4.500
C -3.041 -0.403 5.052
C -2.034 0.294 4.408
C -0.184 2.855 3.786
C 1.111 3.339 3.618
C 1.712 4.133 4.587
C 1.016 4.470 5.736
C -0.286 4.016 5.904
C -0.881 3.217 4.939
C -4.071 3.892 1.019
C -4.478 4.157 2.337
C -5.674 4.799 2.602
C -6.523 5.187 1.574
C -6.153 4.897 0.272
C -4.953 4.259 -0.009
P -1.180 1.782 -1.089
C -1.608 1.540 -2.865
C -2.896 1.425 -3.374
C -3.104 1.183 -4.727
C -2.030 1.044 -5.590
C -0.737 1.146 -5.092
C -0.531 1.394 -3.746
C 0.020 3.178 -1.331
C -0.180 4.218 -2.240
C 0.711 5.278 -2.306
C 1.811 5.323 -1.457
C 2.023 4.294 -0.554
C 1.139 3.224 -0.505
H -2.662 3.652 -1.322
H -3.519 2.164 -0.861
H -2.099 3.976 2.524
H -0.945 3.988 1.207
H -3.742 1.267 1.654
H -5.534 0.083 2.820
H -5.107 -0.984 5.017
H -2.833 -0.901 5.991
H -1.043 0.327 4.843
H 1.667 3.095 2.719
H 2.726 4.486 4.440
H 1.477 5.088 6.496
H -0.843 4.290 6.791
H -1.896 2.874 5.094
H -3.875 3.836 3.176
H -5.950 4.988 3.632
H -7.453 5.698 1.784
H -6.802 5.172 -0.550
H -4.710 4.065 -1.042
H -3.755 1.513 -2.723
H -4.116 1.104 -5.104
H -2.194 0.857 -6.643
H 0.112 1.041 -5.757
H 0.481 1.500 -3.372
H -1.036 4.202 -2.905
H 0.542 6.076 -3.019
H 2.497 6.159 -1.501
H 2.879 4.323 0.110
H 1.302 2.411 0.192
C -2.300 -5.995 1.313
N -3.377 -5.039 1.434
C -4.467 -5.510 2.262
C -2.960 -3.653 1.576
C -1.914 -3.322 2.630
C -1.941 -3.981 3.858
C -1.001 -3.717 4.843
C -0.029 -2.758 4.613
C -0.017 -2.079 3.400
C -0.940 -2.343 2.384
H -2.686 -6.920 0.875
H -1.824 -6.248 2.273
H -1.529 -5.595 0.651
H -5.007 -6.302 1.734
H -5.165 -4.696 2.454
H -4.147 -5.927 3.230
H -3.852 -3.050 1.762
H -2.571 -3.338 0.607
H -2.714 -4.714 4.055
H -1.033 -4.255 5.783
H 0.716 -2.535 5.369
H 0.745 -1.320 3.256
```



4 unconnected molecules or ions with the total composition C70H75O14P, computed with wB97M-V/def2-TZVPD.

* electronic energy: -4107.19268 hartree
* SMILES: C#CCCC[C@@]1(CCP(=O)(OCC)OCC)C(=O)O[C@@H](O)[C@@]1(CCCCCOC)OC[C@H](C)CC(C)C.O=C1c2ccccc2C(=O)c2ccccc21.O=C1c2ccccc2C(=O)c2ccccc21.O=C1c2ccccc2C(=O)c2ccccc21

Geometry as XYZ:
```
160
C70H75O14P, DFT wB97M-V/def2-TZVPD
C 0.405 -7.300 4.269
C -0.486 -7.195 3.470
C -1.560 -7.053 2.480
C -1.175 -6.008 1.395
C -2.077 -4.768 1.507
C -2.241 -3.910 0.235
C -1.049 -3.765 -0.755
C 0.418 -3.835 -0.274
P 1.033 -2.758 1.032
O 2.473 -3.030 1.229
O 0.835 -1.208 0.648
C 1.724 -0.777 -0.408
C 0.920 0.029 -1.411
O 0.199 -3.049 2.349
C 0.873 -2.845 3.608
C -0.147 -3.078 4.710
C -3.310 -4.722 -0.605
O -3.284 -5.880 -0.896
O -4.333 -3.919 -1.022
C -3.811 -2.580 -0.920
O -4.861 -1.685 -1.088
C -3.089 -2.591 0.435
C -2.367 -1.237 0.576
C -1.969 -0.819 2.002
C -2.467 0.593 2.409
C -1.337 1.637 2.258
C -0.340 1.600 3.397
O -0.979 1.809 4.640
C -0.060 1.666 5.708
O -3.890 -2.894 1.539
C -5.004 -2.057 1.875
C -6.334 -2.837 1.849
C -7.233 -2.447 0.646
C -7.088 -2.554 3.158
C -6.518 -3.189 4.461
C -5.414 -4.238 4.246
C -6.001 -2.122 5.443
H 1.298 -7.327 4.848
H -1.757 -8.028 2.036
H -2.444 -6.726 3.030
H -0.157 -5.701 1.633
H -1.192 -6.452 0.404
H -3.076 -5.118 1.768
H -1.758 -4.169 2.359
H -1.148 -2.835 -1.315
H -1.141 -4.553 -1.507
H 0.757 -4.825 0.017
H 1.028 -3.561 -1.139
H 2.177 -1.624 -0.920
H 2.522 -0.190 0.045
H 0.248 -0.653 -1.936
H 0.357 0.820 -0.920
H 1.592 0.462 -2.154
H 1.690 -3.557 3.707
H 1.278 -1.834 3.678
H -1.097 -2.604 4.461
H 0.206 -2.676 5.660
H -0.336 -4.144 4.852
H -3.131 -2.469 -1.770
H -4.597 -0.990 -1.697
H -1.483 -1.189 -0.061
H -3.041 -0.466 0.193
H -0.888 -0.786 2.098
H -2.316 -1.530 2.751
H -3.300 0.915 1.781
H -2.804 0.585 3.446
H -0.765 1.352 1.366
H -1.727 2.644 2.104
H 0.157 0.615 3.419
H 0.462 2.335 3.246
H -0.600 1.864 6.630
H 0.368 0.655 5.726
H 0.768 2.374 5.588
H -4.831 -1.747 2.909
H -5.050 -1.144 1.283
H -6.111 -3.896 1.732
H -7.086 -1.417 0.333
H -8.277 -2.628 0.903
H -7.019 -3.093 -0.207
H -7.066 -1.465 3.292
H -8.145 -2.801 3.050
H -7.334 -3.704 4.972
H -4.467 -3.799 3.935
H -5.736 -4.979 3.513
H -5.278 -4.790 5.179
H -6.701 -1.292 5.541
H -5.905 -2.575 6.434
H -5.014 -1.758 5.153
O 2.910 3.538 5.120
C 3.919 3.771 4.486
C 4.600 5.093 4.585
C 4.082 6.059 5.437
C 4.717 7.283 5.562
C 5.873 7.547 4.836
C 6.388 6.593 3.975
C 5.753 5.364 3.843
C 6.312 4.356 2.898
O 7.279 4.613 2.210
C 5.645 3.028 2.816
C 6.165 2.061 1.963
C 5.567 0.814 1.885
C 4.449 0.528 2.662
C 3.923 1.490 3.507
C 4.515 2.744 3.586
H 3.184 5.843 6.001
H 4.313 8.033 6.229
H 6.373 8.502 4.942
H 7.284 6.792 3.403
H 7.035 2.293 1.364
H 5.968 0.062 1.218
H 3.980 -0.447 2.607
H 3.050 1.276 4.108
O -1.593 0.569 -3.931
C -1.819 0.376 -5.108
C -2.529 -0.846 -5.572
C -2.968 -1.773 -4.636
C -3.660 -2.900 -5.045
C -3.916 -3.104 -6.398
C -3.469 -2.189 -7.337
C -2.771 -1.059 -6.930
C -2.279 -0.095 -7.961
O -2.444 -0.310 -9.142
C -1.575 1.133 -7.491
C -1.115 2.059 -8.419
C -0.466 3.205 -7.988
C -0.278 3.434 -6.628
C -0.733 2.514 -5.701
C -1.375 1.362 -6.129
H -2.764 -1.601 -3.587
H -4.004 -3.621 -4.314
H -4.464 -3.980 -6.717
H -3.659 -2.345 -8.390
H -1.265 1.873 -9.474
H -0.103 3.922 -8.713
H 0.227 4.330 -6.292
H -0.584 2.681 -4.643
O 7.397 5.993 -4.427
C 6.384 5.327 -4.464
C 5.637 4.991 -3.219
C 6.104 5.467 -2.000
C 5.410 5.183 -0.836
C 4.244 4.425 -0.885
C 3.779 3.941 -2.096
C 4.475 4.218 -3.266
C 3.971 3.668 -4.556
O 2.988 2.957 -4.589
C 4.707 4.018 -5.803
C 4.236 3.543 -7.021
C 4.892 3.879 -8.193
C 6.020 4.692 -8.153
C 6.498 5.160 -6.941
C 5.846 4.823 -5.761
H 7.010 6.057 -1.971
H 5.775 5.553 0.114
H 3.699 4.211 0.026
H 2.877 3.346 -2.141
H 3.356 2.913 -7.042
H 4.524 3.509 -9.141
H 6.528 4.958 -9.071
H 7.377 5.789 -6.901
```



Number 1: HOMO -7.38 eV, gap between HOMO and LUMO 7.36 eV. Number 2: HOMO -9.62 eV, gap between HOMO and LUMO 8.41 eV.